No. 1
Here is a gas-phase ion, C6H11N2S3 (charge +1) at a distorted geometry from the Open Molecules 2025 dataset. Energies are from wB97M-V/def2-TZVPD.

Properties
Total charge: +1
LUMO energy in hartree: -0.1523
2S+1: 1
HOMO in eV: -12.2

CARTESIAN COORDINATES (ANGSTROEM)
S: 1.5080 1.2131 1.3633
S: -2.9372 -1.4721 0.3641
S: -1.3795 2.3560 0.3858
N: -0.2336 -0.6132 -1.7890
N: 0.5072 1.8571 -1.3319
C: -1.1377 0.0574 -0.9108
C: -0.2952 -1.0604 1.1524
C: 2.0162 -1.4451 0.9215
C: -0.5040 1.4224 -0.6766
C: -1.3444 -0.6766 0.3589
C: 1.0988 -0.5248 1.0704
H: -0.5731 3.3334 0.3731
H: -0.4051 -1.7359 1.8982
H: -2.0106 0.3556 -1.5323
H: 3.0529 -1.1318 0.8090
H: 2.5136 0.7067 2.0286
H: 1.0314 2.7206 -1.3134
H: -3.1625 -1.3769 1.6797
H: -0.6070 -0.8789 -2.7319
H: 1.8916 -2.5819 0.9034
H: 0.9055 1.0250 -1.7738
H: 0.0647 -1.5497 -1.2488



No. 2
Here is a single C6H11N3 molecule at a distorted geometry from the Open Molecules 2025 dataset. Energies are from wB97M-V/def2-TZVPD.

Properties
LUMO energy in hartree: 0.0214
2S+1: 1
SMILES string: C/N=C(\NC#N)C(C)C
HOMO in eV: -9.2

CARTESIAN COORDINATES (ANGSTROEM)
N: 1.4490 -1.0919 0.7272
N: 3.3616 -0.5201 -0.7145
N: -0.8926 -1.0397 -0.3377
C: -0.9817 1.5795 -1.0619
C: -1.2114 -2.4605 -0.1727
C: 0.1844 1.8132 1.1385
C: 2.4958 -0.8816 -0.0123
C: 0.2383 1.1209 -0.1760
C: 0.0441 -0.3534 -0.0104
H: -0.7800 1.6017 1.8107
H: 1.3048 1.3220 -0.6603
H: 0.2751 2.8080 0.9281
H: -0.8749 1.4902 -2.1236
H: 1.4442 -2.1364 0.9689
H: 0.9515 1.4196 1.6981
H: -2.0273 1.0721 -0.7761
H: -2.0092 -2.5909 0.4895
H: -0.3390 -2.9291 0.2655
H: -1.5637 -2.8438 -1.0648
H: -1.0690 2.6201 -0.9162



Quick rundown of E_tot, same order as above: -41877.065; -10867.851 eV
Quick rundown of frontier orbital gap, same order as above: 8.10; 9.81 eV